{
  "formula": "C29H48NP3PtS2",
  "method": "ωB97M-V with the def2-TZVPD basis set",
  "symbols": ["Pt", "P", "P", "P", "H", "C", "C", "H", "C", "C", "C", "C", "C", "C", "C", "C", "C", "H", "H", "H", "H", "H", "H", "H", "H", "H", "H", "H", "H", "H", "H", "H", "H", "H", "H", "H", "H", "H", "H", "H", "H", "H", "H", "H", "H", "H", "C", "C", "C", "C", "C", "C", "S", "H", "H", "H", "H", "H", "H", "N", "S", "C", "C", "C", "C", "C", "C", "C", "C", "C", "C", "C", "C", "H", "H", "H", "H", "H", "H", "H", "H", "H", "H", "H"],
  "xyz": [[-0.447, 0.660, -0.456], [-2.192, 2.124, -0.811], [-2.217, -1.697, 0.567], [1.489, 1.757, -1.175], [0.838, -4.184, -2.059], [1.751, -3.615, -1.838], [2.062, -3.330, -0.562], [1.336, -3.505, 0.241], [-3.035, 1.913, -2.405], [-3.566, 2.071, 0.400], [-1.642, 3.870, -0.743], [-1.491, -3.323, 0.624], [-2.746, -1.173, 2.206], [-3.517, -1.658, -0.645], [2.787, 0.510, -1.445], [2.161, 2.904, 0.088], [1.435, 2.756, -2.695], [2.435, -3.440, -2.681], [2.978, -2.803, -0.294], [-3.821, 2.670, -2.522], [-3.489, 0.919, -2.441], [-2.320, 1.992, -3.228], [-4.296, 2.855, 0.151], [-3.197, 2.259, 1.417], [-4.088, 1.106, 0.378], [-2.505, 4.530, -0.913], [-0.884, 4.078, -1.505], [-1.224, 4.098, 0.246], [-2.291, -4.057, 0.813], [-0.745, -3.382, 1.426], [-0.977, -3.548, -0.324], [-3.507, -1.873, 2.572], [-3.163, -0.164, 2.166], [-1.887, -1.179, 2.884], [-4.197, -2.500, -0.447], [-3.109, -1.768, -1.661], [-4.097, -0.727, -0.623], [3.624, 0.966, -1.995], [2.383, -0.337, -2.017], [3.134, 0.150, -0.469], [2.739, 3.690, -0.415], [2.813, 2.369, 0.787], [1.350, 3.370, 0.656], [1.883, 2.175, -3.507], [2.017, 3.675, -2.520], [0.417, 3.033, -2.990], [0.223, -0.732, -5.143], [-0.164, -0.201, -6.416], [0.249, -0.821, -7.586], [1.105, -1.935, -7.522], [1.509, -2.455, -6.281], [1.061, -1.878, -5.106], [-0.279, 0.087, -3.751], [-1.069, -0.809, 0.266], [-0.743, 0.722, -6.415], [-0.093, -0.420, -8.542], [1.467, -2.381, -8.445], [2.180, -3.311, -6.238], [1.384, -2.239, -4.128], [0.001, 0.705, 1.519], [1.376, 0.248, 2.373], [1.301, 1.480, 3.683], [2.435, 2.270, 3.944], [2.328, 3.370, 4.796], [1.105, 3.684, 5.405], [-0.007, 2.862, 5.186], [0.107, 1.736, 4.363], [1.144, -1.302, 3.340], [0.598, -1.353, 4.631], [0.310, -2.584, 5.241], [0.668, -3.774, 4.611], [1.371, -3.729, 3.401], [1.637, -2.501, 2.793], [-0.669, 1.195, 2.104], [3.367, 2.019, 3.443], [3.204, 3.995, 4.976], [1.022, 4.553, 6.061], [-0.970, 3.096, 5.650], [-0.743, 1.056, 4.260], [0.393, -0.444, 5.182], [-0.187, -2.601, 6.216], [0.442, -4.740, 5.076], [1.719, -4.655, 2.932], [2.235, -2.453, 1.882]],
  "lowdin_charge": [0.644, 0.656, 0.874, 0.651, 0.062, -0.065, -0.058, 0.018, -0.239, -0.221, -0.211, -0.177, -0.163, -0.188, -0.237, -0.212, -0.255, 0.058, 0.062, 0.087, 0.044, 0.014, 0.085, 0.060, 0.028, 0.083, 0.039, 0.063, 0.097, 0.049, 0.060, 0.095, 0.047, 0.048, 0.096, 0.074, 0.045, 0.084, 0.023, 0.048, 0.074, 0.041, 0.048, 0.047, 0.077, 0.026, -0.599, -0.042, 0.020, 0.070, 0.018, -0.052, 0.989, -0.103, 0.125, 0.148, 0.151, 0.145, 0.079, -0.521, 1.103, -0.413, -0.063, -0.023, -0.013, -0.028, -0.125, -0.364, -0.064, -0.023, -0.024, -0.052, -0.115, -0.002, 0.117, 0.133, 0.134, 0.130, 0.105, 0.099, 0.135, 0.136, 0.131, 0.077],
  "multiplicity": 5,
  "total_charge": 4,
  "mol_weight_g_mol": 762.8,
  "gap_ha": [0.2841, 0.1594],
  "s_squared": 6.03
}

{
  "formula": "C29H48NP3RhS2",
  "method": "ωB97M-V with the def2-TZVPD basis set",
  "symbols": ["Rh", "P", "P", "P", "H", "C", "C", "H", "C", "C", "C", "C", "C", "C", "C", "C", "C", "H", "H", "H", "H", "H", "H", "H", "H", "H", "H", "H", "H", "H", "H", "H", "H", "H", "H", "H", "H", "H", "H", "H", "H", "H", "H", "H", "H", "H", "C", "C", "C", "C", "C", "C", "S", "H", "H", "H", "H", "H", "H", "N", "S", "C", "C", "C", "C", "C", "C", "C", "C", "C", "C", "C", "C", "H", "H", "H", "H", "H", "H", "H", "H", "H", "H", "H"],
  "xyz": [[-0.012, -0.259, -1.137], [-0.866, -2.304, -0.360], [1.987, -0.693, -1.500], [-0.953, -0.721, -3.067], [-1.373, 1.968, 2.021], [-2.437, 1.990, 1.817], [-2.873, 0.795, 1.269], [-2.453, -0.193, 1.603], [-0.688, -2.743, 1.436], [0.287, -3.589, -1.011], [-2.549, -3.043, -0.628], [2.713, 0.973, -1.503], [2.942, -1.621, -0.270], [2.607, -1.491, -2.994], [-2.798, -0.888, -3.010], [-0.685, -2.356, -3.855], [0.025, 0.268, -4.319], [-2.911, 2.998, 1.682], [-3.398, 0.599, 0.331], [-1.118, -1.993, 2.108], [0.359, -2.921, 1.706], [-1.231, -3.680, 1.591], [1.339, -3.331, -0.795], [0.206, -3.784, -2.074], [0.045, -4.485, -0.463], [-3.324, -2.278, -0.496], [-2.691, -3.792, 0.146], [-2.656, -3.533, -1.613], [3.653, 0.820, -2.026], [2.876, 1.302, -0.480], [2.078, 1.702, -2.012], [3.708, -2.190, -0.802], [2.375, -2.318, 0.346], [3.425, -0.915, 0.422], [3.692, -1.470, -2.836], [2.394, -0.988, -3.942], [2.292, -2.539, -3.056], [-3.204, -0.421, -3.908], [-3.303, -0.458, -2.134], [-3.107, -1.973, -3.001], [-1.082, -2.237, -4.849], [-1.220, -3.172, -3.365], [0.372, -2.611, -3.920], [-0.695, 0.849, -4.913], [0.531, -0.445, -4.974], [0.808, 0.957, -3.959], [-2.447, 3.486, -2.138], [-1.846, 4.373, -3.103], [-2.675, 4.995, -4.019], [-4.075, 5.000, -3.810], [-4.594, 4.498, -2.581], [-3.776, 3.849, -1.690], [-1.742, 1.979, -1.892], [-0.849, 0.920, -0.473], [-0.759, 4.318, -3.218], [-2.300, 5.374, -4.981], [-4.734, 5.436, -4.581], [-5.686, 4.547, -2.443], [-4.125, 3.418, -0.744], [0.527, 0.131, 1.013], [1.494, 1.053, 1.987], [2.804, -0.016, 2.724], [2.575, -1.267, 3.336], [3.655, -2.010, 3.840], [4.930, -1.431, 3.922], [5.116, -0.114, 3.467], [4.046, 0.594, 2.873], [0.621, 1.116, 3.580], [1.263, 1.790, 4.619], [0.714, 1.801, 5.903], [-0.491, 1.138, 6.167], [-1.142, 0.485, 5.119], [-0.574, 0.456, 3.832], [0.630, -0.809, 1.401], [1.553, -1.679, 3.411], [3.492, -3.025, 4.215], [5.767, -1.993, 4.319], [6.073, 0.382, 3.600], [4.179, 1.617, 2.559], [2.203, 2.313, 4.414], [1.221, 2.344, 6.705], [-0.915, 1.132, 7.171], [-2.115, 0.004, 5.291], [-1.105, 0.004, 3.003]],
  "lowdin_charge": [0.255, 0.788, 0.637, 0.632, 0.028, 0.007, -0.047, 0.038, -0.231, -0.232, -0.219, -0.202, -0.209, -0.222, -0.253, -0.243, -0.238, 0.086, 0.031, 0.030, 0.045, 0.063, 0.019, 0.025, 0.063, 0.047, 0.051, 0.054, 0.068, 0.026, 0.044, 0.074, 0.031, 0.048, 0.070, 0.052, 0.056, 0.062, 0.023, 0.062, 0.071, 0.039, 0.034, 0.055, 0.046, 0.040, -0.568, -0.052, -0.013, 0.040, -0.013, -0.040, 0.966, -0.071, 0.126, 0.143, 0.148, 0.144, 0.122, -0.417, 1.095, -0.416, -0.075, -0.039, -0.028, -0.026, -0.096, -0.411, -0.074, -0.031, -0.034, -0.038, -0.120, -0.055, 0.112, 0.124, 0.122, 0.122, 0.109, 0.120, 0.127, 0.126, 0.124, 0.043],
  "multiplicity": 5,
  "total_charge": 3,
  "mol_weight_g_mol": 670.7,
  "gap_ha": [0.2500, 0.1478],
  "s_squared": 6.04
}

{
  "formula": "C29H48NP3RhSSe",
  "method": "ωB97M-V with the def2-TZVPD basis set",
  "symbols": ["Rh", "P", "P", "P", "H", "C", "C", "H", "C", "C", "C", "C", "C", "C", "C", "C", "C", "H", "H", "H", "H", "H", "H", "H", "H", "H", "H", "H", "H", "H", "H", "H", "H", "H", "H", "H", "H", "H", "H", "H", "H", "H", "H", "H", "H", "H", "C", "C", "C", "C", "C", "C", "Se", "H", "H", "H", "H", "H", "H", "N", "S", "C", "C", "C", "C", "C", "C", "C", "C", "C", "C", "C", "C", "H", "H", "H", "H", "H", "H", "H", "H", "H", "H", "H"],
  "xyz": [[-0.147, -0.979, -0.580], [-2.260, -1.165, 0.760], [0.725, -3.015, 0.117], [-1.425, -1.469, -2.437], [-3.244, 3.044, 1.418], [-2.892, 3.090, 0.375], [-3.938, 2.996, -0.644], [-4.867, 2.475, -0.423], [-2.140, -0.497, 2.466], [-2.826, -2.892, 1.072], [-3.820, -0.377, 0.185], [2.521, -3.204, -0.202], [0.630, -3.413, 1.905], [0.004, -4.453, -0.751], [-2.240, 0.090, -2.939], [-2.762, -2.722, -2.374], [-0.560, -1.996, -3.974], [-2.196, 3.933, 0.231], [-3.820, 3.543, -1.577], [-1.817, 0.551, 2.436], [-1.416, -1.074, 3.057], [-3.122, -0.551, 2.959], [-2.011, -3.525, 1.438], [-3.236, -3.337, 0.159], [-3.618, -2.865, 1.833], [-3.697, 0.692, -0.023], [-4.569, -0.480, 0.985], [-4.215, -0.860, -0.714], [2.804, -4.250, -0.014], [3.099, -2.548, 0.462], [2.760, -2.952, -1.243], [0.723, -4.499, 2.044], [-0.307, -3.072, 2.359], [1.468, -2.921, 2.417], [0.628, -5.332, -0.539], [-0.007, -4.280, -1.835], [-1.017, -4.649, -0.403], [-3.151, -0.150, -3.505], [-1.563, 0.673, -3.572], [-2.508, 0.705, -2.071], [-3.074, -2.927, -3.409], [-3.637, -2.371, -1.817], [-2.402, -3.660, -1.936], [-1.297, -2.470, -4.636], [0.234, -2.721, -3.765], [-0.119, -1.139, -4.497], [0.953, 1.139, -2.852], [0.471, 2.206, -2.084], [-0.033, 3.348, -2.712], [0.019, 3.457, -4.107], [0.593, 2.430, -4.870], [1.082, 1.283, -4.248], [1.398, -0.593, -2.067], [-2.180, 2.047, 0.219], [0.470, 2.127, -0.997], [-0.456, 4.149, -2.102], [-0.376, 4.348, -4.597], [0.662, 2.524, -5.955], [1.559, 0.488, -4.823], [0.876, -0.139, 1.013], [2.193, 0.826, 0.878], [3.361, 0.216, 2.106], [3.165, 0.427, 3.473], [4.067, -0.124, 4.390], [5.162, -0.867, 3.938], [5.363, -1.064, 2.567], [4.466, -0.522, 1.645], [1.692, 2.399, 1.579], [2.648, 3.422, 1.694], [2.271, 4.663, 2.209], [0.944, 4.891, 2.592], [-0.011, 3.877, 2.458], [0.363, 2.632, 1.943], [0.762, -0.472, 1.972], [2.320, 1.031, 3.806], [3.909, 0.035, 5.458], [5.865, -1.291, 4.655], [6.216, -1.642, 2.207], [4.603, -0.644, 0.569], [3.671, 3.224, 1.378], [3.017, 5.453, 2.310], [0.650, 5.862, 2.993], [-1.049, 4.045, 2.751], [-0.363, 1.831, 1.814]],
  "lowdin_charge": [0.239, 0.785, 0.710, 0.691, 0.078, -0.207, -0.047, 0.057, -0.235, -0.229, -0.233, -0.242, -0.219, -0.224, -0.199, -0.220, -0.254, 0.065, 0.059, 0.022, 0.047, 0.076, 0.020, 0.037, 0.078, -0.012, 0.080, 0.041, 0.077, 0.029, 0.025, 0.081, 0.017, 0.056, 0.075, 0.044, 0.042, 0.084, 0.044, 0.026, 0.076, 0.032, 0.039, 0.074, 0.044, 0.032, -0.529, -0.126, -0.040, -0.018, -0.031, -0.117, 0.885, 0.088, 0.067, 0.121, 0.131, 0.131, 0.116, -0.376, 1.074, -0.395, -0.061, -0.024, -0.014, -0.031, -0.090, -0.412, -0.055, -0.023, -0.020, -0.044, -0.100, 0.039, 0.122, 0.130, 0.133, 0.130, 0.115, 0.128, 0.132, 0.131, 0.119, 0.057],
  "multiplicity": 5,
  "total_charge": 3,
  "mol_weight_g_mol": 717.6,
  "gap_ha": [0.2378, 0.1910],
  "s_squared": 6.02
}

{
  "formula": "C29H49Cl4N7",
  "method": "ωB97M-V with the def2-TZVPD basis set",
  "symbols": ["C", "C", "C", "C", "N", "H", "H", "H", "H", "H", "H", "H", "C", "C", "C", "C", "N", "H", "H", "H", "H", "H", "H", "H", "C", "C", "C", "C", "N", "H", "H", "H", "H", "H", "H", "H", "C", "C", "C", "C", "N", "H", "H", "H", "H", "H", "H", "H", "C", "C", "C", "C", "N", "H", "H", "H", "H", "H", "H", "H", "C", "C", "C", "C", "N", "H", "H", "H", "H", "H", "H", "H", "C", "C", "C", "C", "N", "H", "H", "H", "H", "H", "H", "H", "C", "Cl", "Cl", "Cl", "Cl"],
  "xyz": [[1.742, -3.478, 1.933], [1.764, -3.010, 0.512], [0.490, -3.386, -0.262], [0.213, -4.833, -0.556], [-0.097, -5.908, -0.677], [0.719, -3.243, 2.325], [2.483, -2.926, 2.519], [1.935, -4.548, 2.036], [2.535, -3.484, -0.096], [1.921, -1.915, 0.428], [0.549, -2.966, -1.290], [-0.430, -3.065, 0.317], [5.105, 2.331, 3.820], [5.229, 1.721, 2.444], [3.911, 1.150, 1.866], [4.162, 0.559, 0.488], [4.504, 0.201, -0.557], [6.101, 2.664, 4.110], [4.668, 1.778, 4.606], [4.552, 3.260, 3.769], [5.955, 0.913, 2.480], [5.615, 2.403, 1.640], [3.164, 1.940, 1.805], [3.382, 0.325, 2.526], [-4.293, -0.978, 1.853], [-4.312, -2.345, 2.536], [-2.865, -2.912, 2.760], [-2.089, -1.966, 3.539], [-1.393, -1.259, 4.111], [-3.787, -0.134, 2.290], [-5.353, -0.546, 1.654], [-3.832, -1.139, 0.855], [-4.900, -2.932, 1.851], [-4.796, -2.253, 3.496], [-2.327, -3.090, 1.868], [-2.981, -3.841, 3.376], [3.737, 4.645, -0.889], [3.091, 4.198, -2.165], [1.623, 3.517, -2.120], [0.679, 4.519, -1.692], [-0.239, 5.155, -1.473], [3.015, 5.202, -0.268], [4.658, 5.295, -1.065], [4.125, 3.802, -0.280], [3.654, 3.397, -2.604], [3.073, 5.028, -2.871], [1.588, 2.631, -1.468], [1.365, 3.246, -3.163], [0.650, 2.883, 5.595], [-0.785, 2.749, 4.954], [-0.860, 3.463, 3.598], [0.194, 3.239, 2.622], [1.000, 3.152, 1.779], [0.884, 3.823, 6.073], [1.413, 2.656, 4.882], [0.661, 2.159, 6.409], [-1.465, 3.165, 5.693], [-1.073, 1.681, 4.808], [-0.791, 4.586, 3.883], [-1.782, 3.301, 3.023], [-0.637, 0.759, -5.331], [-1.662, 1.719, -4.817], [-2.731, 2.263, -5.837], [-2.184, 2.875, -7.019], [-1.609, 3.368, -7.890], [-0.982, -0.062, -5.874], [0.181, 0.364, -4.642], [0.024, 1.371, -5.990], [-1.159, 2.630, -4.426], [-2.242, 1.367, -3.986], [-3.444, 2.795, -5.226], [-3.405, 1.458, -6.156], [-1.702, -4.877, -3.388], [-3.043, -5.461, -3.168], [-3.357, -5.752, -1.685], [-3.507, -4.538, -0.848], [-3.776, -3.675, -0.146], [-1.317, -3.981, -2.757], [-1.585, -4.593, -4.382], [-0.935, -5.683, -3.251], [-3.135, -6.403, -3.720], [-3.840, -4.811, -3.516], [-2.553, -6.328, -1.186], [-4.192, -6.384, -1.447], [-0.545, 0.174, -0.646], [1.216, 0.062, -0.970], [-1.022, 1.833, -0.961], [-1.609, -0.964, -1.446], [-0.908, -0.106, 1.074]],
  "lowdin_charge": [-0.098, -0.288, -0.220, -0.224, 0.159, 0.079, 0.073, 0.080, 0.115, 0.043, 0.090, 0.089, -0.107, -0.267, -0.189, -0.263, 0.128, 0.076, 0.059, 0.070, 0.104, 0.123, 0.056, 0.151, -0.147, -0.256, -0.180, -0.289, 0.147, 0.039, 0.103, 0.034, 0.068, 0.100, 0.056, 0.137, -0.120, -0.245, -0.188, -0.319, 0.149, 0.072, 0.096, 0.059, 0.090, 0.106, 0.034, 0.120, -0.090, -0.228, -0.196, -0.226, 0.167, 0.067, 0.042, 0.070, 0.100, 0.098, 0.155, 0.119, -0.114, -0.262, -0.187, -0.238, 0.147, 0.048, 0.091, 0.085, 0.110, 0.073, 0.112, 0.118, -0.130, -0.256, -0.174, -0.179, 0.190, 0.087, 0.044, 0.084, 0.118, 0.108, 0.098, 0.109, -1.951, 0.596, 0.583, 0.567, 0.540],
  "multiplicity": 1,
  "mol_weight_g_mol": 637.6,
  "gap_ha": 0.4155
}